72
Properties=species:S:1:pos:R:3 method="wB97M-V/def2-TZVPD" e_above_lowest_ev=2.343 energy_ha=-1199.94741 e_homo_ev=-8.16 lumo_energy_ev=0.584 gap_ev=8.7 smiles=CC1(C)CCCC(C)(C)N1O.CC1(C)CCCC(C)(C)N1O.CO.CO
C -1.383 -6.597 -0.252
C -2.213 -5.438 -0.800
C -3.571 -6.049 -1.211
C -4.708 -5.044 -1.469
C -4.890 -4.158 -0.200
C -3.579 -3.520 0.281
N -2.466 -4.459 0.242
O -1.248 -3.968 0.773
C -3.329 -2.278 -0.592
C -3.790 -3.109 1.730
C -1.494 -4.911 -2.055
H -1.867 -7.063 0.611
H -0.427 -6.221 0.113
H -1.239 -7.366 -1.009
H -3.536 -6.551 -2.188
H -3.834 -6.857 -0.526
H -5.611 -5.638 -1.588
H -4.433 -4.375 -2.281
H -5.485 -4.728 0.513
H -5.512 -3.355 -0.608
H -2.348 -1.865 -0.344
H -3.295 -2.607 -1.632
H -4.095 -1.512 -0.485
H -3.084 -2.393 2.153
H -4.789 -2.703 1.918
H -3.787 -3.990 2.382
H -0.540 -4.424 -1.823
H -2.045 -4.071 -2.490
H -1.297 -5.682 -2.796
H -1.304 -4.295 1.679
C 2.924 4.633 -1.617
C 2.344 4.981 -0.224
C 0.843 4.603 -0.293
C 0.198 4.710 1.089
C 0.904 3.667 1.959
C 2.407 3.852 2.125
N 2.975 4.102 0.787
O 4.333 4.455 0.876
C 2.762 5.029 3.095
C 3.010 2.568 2.693
C 2.434 6.464 0.079
H 2.561 3.684 -1.991
H 4.013 4.648 -1.563
H 2.640 5.505 -2.211
H 0.375 5.284 -1.013
H 0.666 3.615 -0.725
H -0.844 4.466 0.844
H 0.158 5.706 1.525
H 0.684 2.697 1.511
H 0.393 3.695 2.926
H 2.780 5.971 2.551
H 2.042 5.113 3.905
H 3.807 4.875 3.360
H 2.928 2.504 3.777
H 2.435 1.717 2.320
H 4.036 2.505 2.339
H 3.492 6.760 0.070
H 2.032 6.894 0.991
H 2.035 7.071 -0.742
H 4.841 3.729 0.497
C 0.725 -0.823 -0.242
O 0.916 0.179 0.725
H 0.155 -0.473 -1.110
H 1.681 -1.257 -0.579
H 0.176 -1.709 0.096
H 0.900 1.040 0.300
C 3.539 0.357 -3.019
O 3.246 1.183 -1.908
H 4.398 0.806 -3.525
H 3.761 -0.671 -2.725
H 2.731 0.396 -3.763
H 2.763 0.696 -1.236